{
  "formula": "C22H48FN2O6",
  "method": "the ωB97M-V functional and the def2-TZVPD basis",
  "e_lumo_ev": 2.4,
  "charge": -1,
  "multiplicity": 1,
  "orbital_gap_ev": 6.7973,
  "e_tot_ha": -1527.7346,
  "species": ["C", "C", "C", "C", "C", "C", "F", "N", "N", "C", "C", "C", "O", "C", "O", "O", "H", "H", "H", "H", "H", "H", "H", "H", "H", "H", "H", "H", "H", "H", "H", "H", "H", "H", "C", "C", "O", "C", "C", "H", "H", "H", "H", "H", "H", "H", "H", "H", "H", "C", "C", "O", "C", "C", "H", "H", "H", "H", "H", "H", "H", "H", "H", "H", "C", "C", "O", "C", "C", "H", "H", "H", "H", "H", "H", "H", "H", "H", "H"],
  "coordinates": [[6.8592, 2.0733, -1.2292], [6.5752, 0.6464, -1.9099], [5.0295, 0.1872, -1.8698], [4.2823, 0.6637, -0.5102], [2.8486, -0.0312, -0.3847], [1.6248, 0.9361, -0.8549], [1.8378, 2.1738, -0.1351], [0.3929, 0.2173, -0.5130], [-0.7802, 0.7358, -0.9898], [-1.3088, 0.2544, -2.2674], [-1.2383, 2.0079, -0.4955], [-0.9582, 3.4599, -1.1482], [-1.9096, 2.0319, 0.5887], [1.8802, 1.2119, -2.4085], [2.1593, 2.3306, -2.9408], [1.8381, 0.0888, -3.2441], [5.9352, 2.7314, -1.3902], [7.0049, 2.0190, -0.0854], [7.7453, 2.6238, -1.6923], [6.8729, 0.7491, -3.0224], [7.2842, -0.1119, -1.4016], [5.0402, -0.9666, -1.8151], [4.4638, 0.4778, -2.8141], [4.2871, 1.7929, -0.3769], [4.9332, 0.2432, 0.3504], [2.8057, -0.9705, -1.0297], [2.5913, -0.3623, 0.6891], [0.4498, -0.7690, -0.8171], [-1.4025, -0.8983, -2.2369], [-2.3632, 0.7023, -2.4283], [-0.7050, 0.5547, -3.2049], [-1.7550, 3.6204, -1.9495], [0.0637, 3.4019, -1.6770], [-0.9762, 4.2748, -0.3365], [-3.4635, -3.4752, 0.9051], [-3.4675, -3.5312, -0.6131], [-2.1690, -3.6333, -1.1809], [-1.4067, -4.7748, -0.8157], [-2.0641, -6.0904, -1.1968], [-2.8597, -2.6316, 1.2546], [-4.4824, -3.3605, 1.2845], [-3.0432, -4.3814, 1.3458], [-3.9028, -2.6054, -0.9969], [-4.1044, -4.3444, -0.9757], [-1.1727, -4.7461, 0.2538], [-0.4514, -4.6920, -1.3416], [-3.0227, -6.2301, -0.6930], [-1.4181, -6.9297, -0.9274], [-2.2525, -6.1253, -2.2734], [4.8218, 1.2175, 4.7810], [5.8025, 1.9320, 3.8659], [5.1994, 2.4737, 2.7009], [4.1807, 3.4434, 2.9083], [4.6578, 4.6716, 3.6649], [4.3134, 0.4122, 4.2416], [5.3450, 0.7902, 5.6409], [4.0522, 1.8920, 5.1602], [6.5507, 1.2130, 3.5227], [6.3494, 2.7114, 4.4069], [3.3186, 2.9850, 3.4037], [3.8374, 3.7505, 1.9167], [5.0070, 4.4238, 4.6698], [3.8462, 5.3968, 3.7614], [5.4901, 5.1458, 3.1372], [-6.3175, 0.4199, -0.3092], [-6.7788, -0.5919, -1.3449], [-7.0331, -1.8829, -0.8050], [-8.0367, -1.9623, 0.1970], [-9.4043, -1.5002, -0.2764], [-5.4125, 0.0661, 0.1944], [-6.1028, 1.3804, -0.7843], [-7.0732, 0.5898, 0.4600], [-5.9891, -0.7168, -2.0898], [-7.6583, -0.2281, -1.8862], [-7.7223, -1.4127, 1.0905], [-8.1013, -3.0142, 0.4900], [-9.4005, -0.4504, -0.5759], [-10.1421, -1.6188, 0.5210], [-9.7269, -2.0859, -1.1417]],
  "forces_ev_per_angstrom": [[-0.7460, 0.3151, 0.1499], [0.3212, 0.6111, -0.2773], [0.3714, -0.4585, 0.9653], [0.7196, -1.2041, -0.0053], [-0.7996, 0.4084, 0.1587], [2.8599, -1.3419, -0.8960], [-1.2815, -1.5540, -0.5272], [1.7922, 0.4082, 0.8286], [-2.1371, 1.3942, -1.4617], [-0.4886, 0.2278, -1.7360], [-1.9447, 1.2148, 4.1481], [0.6122, -1.4318, -0.6880], [2.3785, -0.2123, -3.6456], [0.2756, -1.9473, -5.5417], [-0.7765, -1.6039, 2.6623], [-0.2287, 3.4858, 4.4886], [1.3627, -0.7736, 0.1449], [-0.1873, -0.0598, -1.8004], [-1.0509, -0.8953, 0.6236], [-0.3162, -0.3678, 1.7506], [-1.2431, 0.9586, -0.9094], [-0.1480, 1.7030, -0.2762], [0.6886, -0.1925, 1.3475], [-0.3907, -1.5460, -0.2979], [-0.9660, 0.7275, -1.2107], [0.0773, 1.3333, 0.6591], [0.5403, 0.7260, -1.4349], [0.2243, 0.9128, 0.3519], [0.1470, 1.7922, 0.0049], [1.4964, -0.8041, 0.4968], [-0.6020, -0.6170, 1.4651], [0.9951, 0.0052, 1.0835], [-1.4831, 0.2919, 0.7598], [-0.1362, -1.5302, -1.2951], [0.1341, 0.0174, 0.1261], [0.0050, 0.0315, 0.0987], [0.1089, 0.0588, -0.1327], [-0.0518, 0.0497, -0.0186], [-0.1480, -0.0552, -0.0438], [-0.1029, -0.0519, -0.0711], [0.0573, 0.0285, -0.0763], [-0.0810, -0.0381, -0.0003], [0.1889, -0.0610, -0.0942], [-0.0300, -0.0549, 0.0538], [-0.0514, -0.0726, 0.0367], [-0.1601, 0.1976, -0.0098], [0.0673, -0.0335, 0.0551], [-0.0101, 0.0588, -0.0230], [0.0594, 0.0109, 0.0718], [-0.1532, -0.0445, 0.0108], [-0.1569, 0.0240, -0.0678], [0.1707, -0.0657, -0.0762], [-0.0424, 0.0355, -0.0294], [0.1534, 0.0180, 0.0936], [0.0930, 0.0813, 0.0464], [-0.0077, 0.0136, -0.0737], [0.0581, 0.0053, 0.0518], [-0.0849, 0.1120, -0.1846], [-0.0296, 0.0322, 0.1040], [0.0032, 0.0390, 0.0486], [0.1352, -0.2414, 0.0264], [-0.0888, 0.0296, 0.0212], [0.0345, -0.0554, -0.0386], [-0.0864, -0.0231, -0.0010], [0.0266, -0.0691, 0.1504], [0.0573, 0.1426, 0.1002], [0.0293, -0.2391, -0.0314], [0.0436, 0.0691, -0.0618], [-0.0641, 0.0747, -0.1174], [-0.0536, 0.0883, -0.1142], [0.0299, -0.1028, 0.0264], [-0.0362, 0.0708, -0.0578], [-0.0767, -0.2160, 0.0870], [-0.0536, 0.0432, 0.0348], [-0.0626, 0.0773, -0.0019], [0.1769, 0.0581, -0.1531], [-0.0143, -0.0131, 0.0994], [0.0504, -0.0134, -0.0362], [0.0269, 0.0067, 0.0862]],
  "lowdin_charge": [-0.15, -0.26, -0.20, -0.19, -0.12, -0.34, -0.03, 0.04, -0.20, -0.07, -0.36, -0.02, 0.00, -0.53, -0.07, -0.21, 0.07, 0.07, 0.06, 0.10, 0.10, 0.11, 0.11, 0.10, 0.11, 0.11, 0.11, 0.14, 0.10, 0.09, 0.09, 0.08, 0.07, 0.09, -0.08, -0.27, -0.17, -0.28, -0.09, 0.09, 0.07, 0.06, 0.11, 0.11, 0.11, 0.12, 0.06, 0.07, 0.08, -0.08, -0.28, -0.17, -0.27, -0.09, 0.08, 0.07, 0.06, 0.12, 0.10, 0.11, 0.12, 0.06, 0.08, 0.08, -0.07, -0.28, -0.17, -0.28, -0.09, 0.08, 0.08, 0.06, 0.12, 0.10, 0.11, 0.12, 0.06, 0.07, 0.08]
}